3 unconnected molecules or ions with the total composition C13H31NO12P2S in a non-equilibrium geometry, computed with ωB97M-V/def2-TZVPD.

Computed properties:
Molar mass: 487.40 u
Lowest unoccupied orbital energy: -3.0345 eV
Charge: 0
SMILES: O=C1C[C@H](CCCS(=O)(=O)O)CN1.COP(=O)(OC)OC.COP(=O)(OC)OC
HOMO energy: -9.08 eV
Calculated total energy: -69444.2352 eV

The geometry in XYZ format:
```
60
Properties=species:S:1:pos:R:3:forces:R:3
O 0.417979 1.302934 -1.751774 -6.644 -5.388 1.875
C -0.549324 0.462978 -1.358156 3.235 2.598 0.795
C -1.896499 -0.072777 -2.128842 1.265 -0.045 -2.063
C -2.685581 -1.219500 -1.257701 0.688 1.376 2.109
C -4.197913 -0.852405 -0.647514 0.046 -0.882 -0.078
C -5.366751 -1.378745 -1.673002 0.172 0.200 0.006
C -6.337866 -0.201440 -2.277577 1.938 -1.397 -1.240
S -7.714768 0.355427 -1.136443 -4.080 6.401 -2.102
O -9.001056 0.501877 -2.036880 4.864 -1.741 3.647
O -7.308777 1.779388 -0.612514 -0.660 -5.894 -0.884
O -8.119695 -0.745846 0.101136 1.884 1.106 -1.233
C -1.730427 -1.143356 0.112287 0.033 -0.433 1.620
N -0.557082 -0.145488 0.050233 -1.911 0.839 -3.212
H -1.452750 -0.521888 -3.134715 -1.121 0.822 1.982
H -2.461949 0.893944 -2.473369 0.781 -1.912 0.906
H -2.742076 -2.311719 -1.728582 0.453 2.617 0.910
H -4.331107 -1.481969 0.355194 0.492 1.327 -2.134
H -4.287075 0.273494 -0.331332 0.177 -2.043 -0.867
H -4.796401 -1.847265 -2.611236 -1.553 0.831 2.072
H -6.012895 -2.200035 -1.099333 1.355 1.691 -1.623
H -6.787277 -0.601368 -3.300285 0.349 0.935 2.518
H -5.660134 0.734212 -2.568076 -1.861 -1.748 1.090
H -7.382938 -0.858283 0.771939 -0.872 0.502 -1.061
H -1.280315 -2.184241 0.425594 -0.982 2.022 -0.699
H -2.384017 -0.733152 1.003924 1.109 -1.204 -1.742
H -0.737405 0.627635 0.727577 0.602 -0.795 -0.785
C 1.312323 -4.679199 4.276597 -0.360 0.045 0.629
O 1.794074 -5.017214 2.988203 3.307 0.369 1.146
P 2.561375 -3.709121 2.155696 -7.046 0.854 -7.157
O 1.188980 -3.057031 1.939217 0.855 0.284 1.306
O 2.878115 -4.724711 0.893820 0.711 0.332 1.234
C 3.602847 -5.906829 1.159318 0.150 -0.792 -0.148
O 3.328609 -2.400956 1.323174 2.602 -0.724 2.872
C 2.811119 -1.996768 0.064681 -0.598 0.055 -0.524
H 0.999898 -5.595239 4.784295 0.147 0.047 -0.139
H 2.106535 -4.202428 4.858578 -0.271 -0.114 0.189
H 0.452100 -4.009636 4.200807 0.151 0.013 -0.044
H 2.904637 -6.739397 1.284023 0.160 0.031 0.125
H 4.216109 -5.805306 2.058609 0.027 -0.230 -0.110
H 4.254085 -6.124383 0.307918 -0.077 0.162 0.102
H 1.915853 -1.385239 0.202831 -0.001 -0.194 0.078
H 2.586705 -2.850970 -0.577413 -0.017 0.035 0.107
H 3.568688 -1.385037 -0.432953 0.168 -0.138 0.307
C 5.921724 6.243306 -0.898408 0.599 0.197 -0.287
O 4.568425 6.105905 -0.503441 1.029 -0.845 3.230
P 4.093375 4.477047 -0.165693 -6.203 -0.910 -7.850
O 4.131709 4.166482 -1.668236 1.333 -0.138 0.986
O 2.586447 5.020403 0.231810 1.188 -0.114 0.815
C 2.480074 6.003907 1.239052 -0.346 0.612 0.248
O 3.618334 2.848134 0.171972 2.621 0.823 3.123
C 2.546770 2.283183 -0.567994 -0.460 0.087 -0.538
H 6.171277 7.306991 -0.926560 -0.124 -0.113 0.111
H 6.573722 5.743370 -0.176087 0.168 0.215 -0.207
H 6.075251 5.820792 -1.894377 -0.047 -0.059 0.136
H 2.403610 6.991157 0.774605 0.120 -0.031 0.165
H 3.341806 5.981203 1.911377 -0.162 0.183 0.074
H 1.571345 5.822183 1.820008 0.135 -0.102 -0.094
H 2.891335 1.978355 -1.559411 -0.027 0.236 0.108
H 1.705422 2.973246 -0.658858 0.247 -0.080 -0.019
H 2.201424 1.391387 -0.037709 0.266 0.216 0.221
```
Forces are in eV/Å.